[1]
Below is a 7-piece molecular cluster, C30H36F6N4O4 overall, with properties calculated with ωB97M-V with the def2-TZVPD basis set.

Cartesian coordinates (Å):
H 6.57 -1.75 4.10
O -3.42 4.47 1.43
C 3.14 -0.29 -4.12
C -2.72 4.54 2.54
C -1.27 -0.14 -0.73
O 2.71 -1.37 3.41
F -0.42 4.28 2.77
C -4.75 0.75 -5.03
H 3.53 -4.02 2.19
C 5.94 -2.00 3.24
C 3.79 -3.97 1.15
H -5.34 4.36 0.73
H 2.02 -0.54 -2.21
H -4.81 0.74 -2.79
H -5.46 1.50 -5.36
C -3.80 -1.19 0.98
N -3.28 -0.90 -5.16
C -0.52 2.10 -0.21
C -3.96 0.04 -5.91
H -6.25 -1.97 -0.86
H 5.96 -0.15 2.09
H -2.33 1.63 -1.33
H -0.77 3.14 -0.32
C 4.08 -3.42 -1.04
H 5.29 -5.40 1.11
H -2.83 -0.88 1.34
H 1.20 2.32 1.01
C -4.56 2.39 0.89
H -4.19 -0.63 -1.17
H -4.39 -2.31 2.85
C 5.26 -0.87 2.54
F -1.14 6.32 2.73
H -2.97 -1.18 -3.07
H -5.09 2.27 -0.05
H -3.88 0.17 -6.97
H 5.31 1.97 -2.99
C 2.76 -0.05 -2.82
C 4.89 -4.50 -0.75
O -3.11 4.28 3.63
F 1.54 1.02 4.37
C -1.47 1.24 -0.79
H 6.54 -2.63 2.58
H 0.17 -1.66 -0.28
C -4.61 -1.96 1.85
C 4.56 1.22 -3.15
C -4.47 -1.04 -0.21
F 2.17 -0.41 5.85
O 4.49 -0.02 3.39
H 3.43 1.29 -1.34
H 5.67 -4.96 -1.34
C 3.31 -0.40 3.80
H -6.53 -2.98 1.44
C -4.68 3.81 1.41
H 3.98 -2.92 -1.99
H -2.65 -1.56 -5.57
C 4.27 0.58 -4.31
H -2.01 -0.84 -1.09
C -0.07 -0.61 -0.21
C 2.61 0.40 4.89
C -4.45 0.33 -3.72
C 0.75 0.22 0.54
H 4.91 0.62 -5.18
C -5.72 -2.34 1.14
C -1.32 5.10 2.24
H -3.53 2.10 0.64
H 2.67 -0.96 -4.81
H 1.59 -0.27 1.02
N -5.62 -1.79 -0.10
F -1.12 5.15 0.93
N 3.56 0.89 -2.25
H -5.16 3.85 2.39
H 4.68 -1.19 1.67
H 2.67 -2.31 0.28
H 5.17 -2.67 3.64
C 0.58 1.60 0.49
C 3.39 -3.10 0.15
H -5.00 1.68 1.60
N 4.68 -4.82 0.56
C -3.54 -0.70 -3.85
F 3.42 1.33 5.43

Its spin multiplicity is 1. For the LUMO energy, the calculation gives 0.58 eV. The value obtained for the max |F| is 2.500 eV Å⁻¹. The calculation puts the orbital gap at 8.8 eV. The structure (SMILES) is CCOC(=O)C(F)(F)F.CCOC(=O)C(F)(F)F.c1cc[nH]c1.c1cc[nH]c1.c1cc[nH]c1.c1cc[nH]c1.c1ccccc1.

***

[2]
Below is one molecule with the formula C4H8OS, with properties calculated with ωB97M-V with the def2-TZVPD basis set.

Cartesian coordinates (Å):
C -0.06 1.27 -0.56
C -1.75 -0.55 0.11
H 0.60 2.00 -0.40
C -1.26 0.95 0.37
H -0.86 0.93 1.35
H -0.01 -1.91 0.64
C -0.40 -1.29 -0.22
H -0.46 -2.00 -1.10
H -2.04 -0.93 1.21
H -2.49 -0.62 -0.70
H -2.06 1.62 0.42
H -0.03 1.28 -1.69
S 1.03 -0.19 -0.39
O 1.46 0.04 1.03

Its spin multiplicity is 1. For the LUMO energy, the calculation gives 0.77 eV. The value obtained for the max |F| is 5.098 eV Å⁻¹. The calculation puts the orbital gap at 9.7 eV.

***

[3]
Below is an isolated ion of composition C9H18N3 and charge +1, with properties calculated with ωB97M-V with the def2-TZVPD basis set.

Cartesian coordinates (Å):
H 2.33 0.24 -1.62
C -1.66 1.70 1.47
C -2.14 1.30 -1.01
C 2.25 0.40 0.57
H 1.26 1.57 -0.91
H -1.81 1.24 2.43
N 1.31 -1.76 0.09
C -2.18 -2.07 -0.86
C -0.78 -0.33 0.19
N -1.01 -1.54 -0.25
H 3.09 1.76 -1.00
H -1.29 1.79 -1.51
H -2.57 -1.37 -1.55
H -2.10 -3.01 -1.36
H 0.30 -3.38 -0.54
H -3.08 -2.08 -0.09
C 3.59 -0.19 0.94
H -2.48 0.47 -1.65
H 1.75 1.06 1.38
C 2.26 1.07 -0.84
H -2.34 2.42 1.42
H 3.92 -0.77 0.06
H 4.40 0.48 1.01
H -2.93 2.08 -0.93
H 3.59 -0.88 1.82
H -0.70 2.20 1.44
N 1.31 -0.70 0.65
C -1.88 0.58 0.40
C 0.32 -2.30 -0.45
H -2.74 0.00 0.70

Its spin multiplicity is 1. For the LUMO energy (spin up / spin down), the calculation gives -4.33 / -4.33 eV. The value obtained for the max |F| is 4.765 eV Å⁻¹. The calculation puts the orbital gap (spin up / spin down) at 9.0 / 9.0 eV. As for the net charge: +1.